# C5H7N

C5H7N in the gas phase (ωB97M-V/def2-TZVPD, the Open Molecules 2025 dataset).

Last columns: bonded neighbours and bond lengths (Å).
Element x y z (Å)
1 C 1.149 -0.077 -0.595  C2 1.342, C6 1.515, H7 1.077
2 C 0.539 1.114 -0.500  C1 1.342, C3 1.481, H8 1.083
3 C -0.734 1.027 0.253  C2 1.481, N4 1.458, C5 1.487, H9 1.092
4 N -1.807 0.068 0.020  C3 1.458, C5 1.513, H10 1.038
5 C -0.596 -0.335 0.833  C3 1.487, N4 1.513, C6 1.504, H11 1.148
6 C 0.350 -1.195 0.042  C1 1.515, C5 1.504, H12 1.097, H13 1.105
7 H 2.066 -0.265 -1.127  C1 1.077
8 H 0.971 2.074 -0.754  C2 1.083
9 H -1.099 1.821 0.909  C3 1.092
10 H -1.634 -0.323 -0.925  N4 1.038
11 H 0.043 -0.179 1.773  C5 1.148
12 H 0.879 -1.846 0.749  C6 1.097
13 H -0.128 -1.884 -0.677  C6 1.105

Results
HOMO energy (eV): -8.3
E (a.u.): -249.333019
Multiplicity: 1
Net charge: 0
LUMO (eV): 1.10
HOMO-LUMO gap (eV): 9.37


# C6H4N2

C6H4N2 in the gas phase (ωB97M-V/def2-TZVPD, the Open Molecules 2025 dataset).

Last columns: bonded neighbours and bond lengths (Å).
Element x y z (Å)
1 N 3.669 -0.582 -0.087  C2 1.148
2 C 2.741 0.082 0.031  N1 1.148, N3 1.292
3 N 1.694 0.839 -0.009  C2 1.292, C4 1.303
4 C 0.489 0.362 0.130  N3 1.303, C5 1.506, C8 1.477
5 C -0.070 -1.037 0.139  C4 1.506, C6 1.331, H9 1.107
6 C -1.373 -0.866 -0.074  C5 1.331, C7 1.447, H10 1.006
7 C -1.780 0.521 -0.030  C6 1.447, C8 1.360, H11 1.120
8 C -0.655 1.285 -0.003  C4 1.477, C7 1.360, H12 1.070
9 H 0.425 -2.023 0.231  C5 1.107
10 H -1.988 -1.659 0.006  C6 1.006
11 H -2.845 0.786 -0.254  C7 1.120
12 H -0.308 2.293 -0.079  C8 1.070

Results
HOMO energy (eV): -9.7
E (a.u.): -340.450954
Multiplicity: 1
Net charge: 0
LUMO (eV): -1.77
HOMO-LUMO gap (eV): 7.91


# C33H41Br2ClF7O24P

8 unconnected molecules or ions with the total composition C33H41Br2ClF7O24P (ωB97M-V/def2-TZVPD, the Open Molecules 2025 dataset).

Last columns: bonded neighbours and bond lengths (Å).
Element x y z (Å)
1 C -0.012 -0.672 1.392  C2 1.330, H20 1.102, H21 1.102
2 C -1.146 -0.086 1.763  C1 1.330, C3 1.531, H22 1.098
3 C -2.474 -0.522 1.141  C2 1.531, P4 1.888, H23 1.113, H24 1.107
4 P -3.328 0.773 0.065  C3 1.888, Cl5 2.231, C6 1.870, C11 1.905, C15 1.913
5 Cl -2.483 -0.293 -1.703  P4 2.231
6 C -2.425 2.272 -0.593  P4 1.870, C7 1.557, H25 1.112, H26 1.109
7 C -0.869 2.212 -0.599  C6 1.557, C8 1.555, H27 1.103, H28 1.112
8 C -0.190 3.018 0.543  C7 1.555, O9 1.424, H29 1.121, H30 1.110
9 O -0.692 4.338 0.730  C8 1.424, C10 1.423
10 C -0.566 5.145 -0.436  O9 1.423, H31 1.111, H32 1.111, H33 1.108
11 C -5.018 0.149 -0.554  P4 1.905, C12 1.545, H34 1.107, H35 1.109
12 C -5.201 0.142 -2.088  C11 1.545, O13 1.182, O14 1.363
13 O -5.439 -0.877 -2.637  C12 1.182
14 O -5.182 1.257 -2.871  C12 1.363, H36 0.972
15 C -4.102 1.703 1.547  P4 1.913, Br16 1.970, C17 1.340
16 Br -3.774 1.276 3.442  C15 1.970
17 C -4.924 2.753 1.414  C15 1.340, C18 1.550, Br19 1.946
18 C -5.522 3.536 2.611  C17 1.550, H37 1.107, H38 1.100, H39 1.113
19 Br -5.488 3.446 -0.315  C17 1.946
20 H 0.949 -0.219 1.686  C1 1.102
21 H -0.059 -1.622 0.834  C1 1.102
22 H -1.141 0.703 2.528  C2 1.098
23 H -3.181 -1.009 1.849  C3 1.113
24 H -2.216 -1.340 0.442  C3 1.107
25 H -2.735 2.378 -1.656  C6 1.112
26 H -2.720 3.228 -0.115  C6 1.109
27 H -0.429 1.201 -0.588  C7 1.103
28 H -0.532 2.680 -1.550  C7 1.112
29 H 0.912 3.092 0.352  C8 1.121
30 H -0.269 2.518 1.532  C8 1.110
31 H 0.512 5.260 -0.676  C10 1.111
32 H -0.944 6.151 -0.156  C10 1.111
33 H -1.180 4.796 -1.290  C10 1.108
34 H -5.857 0.717 -0.107  C11 1.107
35 H -5.181 -0.901 -0.237  C11 1.109
36 H -4.673 1.983 -2.472  O14 0.972
37 H -6.167 4.367 2.265  C18 1.107
38 H -6.017 2.876 3.340  C18 1.100
39 H -4.650 4.024 3.100  C18 1.113
40 O -1.496 -4.223 -7.456  C41 1.185
41 C -1.457 -3.979 -6.297  O40 1.185, O42 1.361, O46 1.366
42 O -1.861 -4.834 -5.318  C41 1.361, C43 1.428
43 C -1.529 -4.229 -4.069  O42 1.428, C44 1.503, H47 1.092, H48 1.088
44 C -1.461 -2.772 -4.430  C43 1.503, F45 1.354, O46 1.416, H49 1.093
45 F -0.547 -2.119 -3.674  C44 1.354
46 O -1.008 -2.801 -5.772  C41 1.366, C44 1.416
47 H -0.569 -4.617 -3.720  C43 1.092
48 H -2.287 -4.440 -3.317  C43 1.088
49 H -2.419 -2.250 -4.378  C44 1.093
50 O 5.437 -2.478 2.774  C51 1.188
51 C 5.036 -1.419 2.414  O50 1.188, O52 1.357, O56 1.364
52 O 5.738 -0.565 1.627  C51 1.357, C53 1.429
53 C 4.865 0.520 1.311  O52 1.429, C54 1.502, H57 1.092, H58 1.088
54 C 3.877 0.472 2.441  C53 1.502, F55 1.358, O56 1.413, H59 1.092
55 F 2.647 0.885 2.040  C54 1.358
56 O 3.817 -0.907 2.745  C51 1.364, C54 1.413
57 H 4.401 0.341 0.339  C53 1.092
58 H 5.407 1.463 1.273  C53 1.088
59 H 4.179 1.031 3.329  C54 1.092
60 O -10.574 5.145 2.269  C61 1.183
61 C -10.318 4.002 2.098  O60 1.183, O62 1.361, O66 1.368
62 O -11.076 3.145 1.361  C61 1.361, C63 1.427
63 C -10.364 1.911 1.287  O62 1.427, C64 1.504, H67 1.092, H68 1.088
64 C -9.478 1.983 2.499  C63 1.504, F65 1.357, O66 1.414, H69 1.092
65 F -8.301 1.342 2.290  C64 1.357
66 O -9.225 3.368 2.623  C61 1.368, C64 1.414
67 H -9.794 1.875 0.356  C63 1.092
68 H -11.045 1.062 1.315  C63 1.088
69 H -9.939 1.611 3.417  C64 1.092
70 O 8.742 -7.213 3.677  C71 1.187
71 C 7.997 -6.389 4.096  O70 1.187, O72 1.359, O76 1.365
72 O 7.543 -5.331 3.373  C71 1.359, C73 1.429
73 C 6.572 -4.658 4.177  O72 1.429, C74 1.502, H77 1.091, H78 1.081
74 C 6.967 -5.077 5.565  C73 1.502, F75 1.356, O76 1.418, H79 1.092
75 F 5.887 -5.163 6.381  C74 1.356
76 O 7.492 -6.378 5.364  C71 1.365, C74 1.418
77 H 5.573 -5.002 3.904  C73 1.091
78 H 6.622 -3.587 4.035  C73 1.081
79 H 7.726 -4.444 6.029  C74 1.092
80 O 4.517 -5.113 -0.969  C81 1.186
81 C 5.671 -5.323 -0.796  O80 1.186, O82 1.360, O86 1.366
82 O 6.180 -6.507 -0.361  C81 1.360, C83 1.429
83 C 7.604 -6.399 -0.413  O82 1.429, C84 1.501, H87 1.092, H88 1.089
84 C 7.807 -4.913 -0.344  C83 1.501, F85 1.357, O86 1.416, H89 1.092
85 F 8.910 -4.535 -1.038  C84 1.357
86 O 6.660 -4.403 -1.000  C81 1.366, C84 1.416
87 H 7.968 -6.827 -1.349  C83 1.092
88 H 8.069 -6.925 0.420  C83 1.089
89 H 7.855 -4.512 0.670  C84 1.092
90 O 9.887 -0.328 2.718  C91 1.183
91 C 9.496 0.726 2.350  O90 1.183, O92 1.360, O96 1.371
92 O 10.203 1.575 1.557  C91 1.360, C93 1.425
93 C 9.342 2.663 1.233  O92 1.425, C94 1.503, H97 1.092, H98 1.088
94 C 8.349 2.629 2.361  C93 1.503, F95 1.360, O96 1.415, H99 1.092
95 F 7.124 3.052 1.949  C94 1.360
96 O 8.273 1.252 2.677  C91 1.371, C94 1.415
97 H 8.876 2.482 0.262  C93 1.092
98 H 9.894 3.600 1.188  C93 1.088
99 H 8.653 3.191 3.247  C94 1.092
100 O -4.224 4.765 -7.405  C101 1.185
101 C -4.958 3.955 -6.948  O100 1.185, O102 1.361, O106 1.366
102 O -4.681 3.200 -5.850  C101 1.361, C103 1.429
103 C -5.860 2.453 -5.545  O102 1.429, C104 1.502, H107 1.092, H108 1.086
104 C -6.566 2.421 -6.871  C103 1.502, F105 1.356, O106 1.416, H109 1.092
105 F -7.913 2.407 -6.713  C104 1.356
106 O -6.189 3.652 -7.459  C101 1.366, C104 1.416
107 H -6.434 2.978 -4.779  C103 1.092
108 H -5.612 1.461 -5.178  C103 1.086
109 H -6.266 1.597 -7.522  C104 1.092

Results
HOMO energy (eV): -9.8
E (a.u.): -9736.473278
Multiplicity: 1
Net charge: 0
LUMO (eV): -0.19
HOMO-LUMO gap (eV): 9.62


# C29H47ClF2O11

5 unconnected molecules or ions with the total composition C29H47ClF2O11 (ωB97M-V/def2-TZVPD, the Open Molecules 2025 dataset).

Last columns: bonded neighbours and bond lengths (Å).
Element x y z (Å)
1 C -1.517 5.487 1.679  C2 1.540, H20 1.088, H21 1.092, H22 1.089
2 C -1.038 5.122 0.262  C1 1.540, C3 1.536, H23 1.087, H24 1.086
3 C -2.177 5.271 -0.758  C2 1.536, Cl4 1.785, C5 1.502, H25 1.088
4 Cl -1.573 5.608 -2.403  C3 1.785
5 C -3.060 4.057 -0.705  C3 1.502, C6 1.330, C18 1.494
6 C -4.389 4.108 -0.683  C5 1.330, F7 1.327, C8 1.497
7 F -5.089 5.232 -0.772  C6 1.327
8 C -5.164 2.832 -0.567  C6 1.497, O9 1.200, C10 1.502
9 O -6.200 2.643 -1.142  C8 1.200
10 C -4.492 1.812 0.307  C8 1.502, C11 1.513, C14 1.339
11 C -5.385 0.964 1.187  C10 1.513, O12 1.414, H26 1.094, H27 1.088
12 O -6.558 1.660 1.561  C11 1.414, C13 1.407
13 C -6.320 2.598 2.582  O12 1.407, H28 1.088, H29 1.098, H30 1.095
14 C -3.156 1.733 0.279  C10 1.339, C15 1.515, C18 1.502
15 C -2.393 0.770 1.165  C14 1.515, C16 1.514, F17 1.404, H31 1.096
16 C -0.901 0.666 0.934  C15 1.514, H32 1.090, H33 1.090, H34 1.085
17 F -2.946 -0.510 1.005  C15 1.404
18 C -2.464 2.688 -0.651  C5 1.494, C14 1.502, O19 1.207
19 O -1.513 2.384 -1.330  C18 1.207
20 H -1.165 6.475 1.972  C1 1.088
21 H -2.607 5.490 1.744  C1 1.092
22 H -1.114 4.775 2.397  C1 1.089
23 H -0.238 5.793 -0.043  C2 1.087
24 H -0.683 4.096 0.264  C2 1.086
25 H -2.790 6.118 -0.456  C3 1.088
26 H -4.826 0.702 2.089  C11 1.094
27 H -5.695 0.060 0.667  C11 1.088
28 H -7.236 3.166 2.728  C13 1.088
29 H -5.523 3.308 2.327  C13 1.098
30 H -6.058 2.116 3.530  C13 1.095
31 H -2.584 1.077 2.200  C15 1.096
32 H -0.522 -0.124 1.582  C16 1.090
33 H -0.397 1.603 1.168  C16 1.090
34 H -0.696 0.388 -0.095  C16 1.085
35 C -1.442 -1.866 -3.078  C36 1.513, H41 1.089, H42 1.090, H43 1.091
36 C -0.327 -0.913 -2.708  C35 1.513, O37 1.436, H44 1.091, H45 1.089
37 O 0.560 -1.469 -1.725  C36 1.436, C38 1.343
38 C 1.579 -2.287 -2.034  O37 1.343, C39 1.511, O40 1.202
39 C 1.672 -2.865 -3.427  C38 1.511, H46 1.089, H47 1.088, H48 1.087
40 O 2.364 -2.584 -1.174  C38 1.202
41 H -1.065 -2.780 -3.535  C35 1.089
42 H -2.129 -1.393 -3.780  C35 1.090
43 H -1.998 -2.156 -2.186  C35 1.091
44 H 0.234 -0.573 -3.581  C36 1.091
45 H -0.734 -0.020 -2.236  C36 1.089
46 H 1.222 -3.856 -3.423  C39 1.089
47 H 2.725 -2.954 -3.685  C39 1.088
48 H 1.189 -2.265 -4.194  C39 1.087
49 C 0.356 -4.652 -8.209  C50 1.514, H55 1.090, H56 1.090, H57 1.090
50 C 0.879 -4.669 -6.788  C49 1.514, O51 1.431, H58 1.091, H59 1.089
51 O -0.149 -4.405 -5.829  C50 1.431, C52 1.350
52 C -0.979 -5.358 -5.354  O51 1.350, C53 1.511, O54 1.199
53 C -1.014 -6.715 -6.018  C52 1.511, H60 1.089, H61 1.087, H62 1.087
54 O -1.713 -5.079 -4.448  C52 1.199
55 H -0.386 -5.433 -8.375  C49 1.090
56 H 1.173 -4.799 -8.915  C49 1.090
57 H -0.122 -3.695 -8.420  C49 1.090
58 H 1.397 -5.599 -6.548  C50 1.091
59 H 1.598 -3.863 -6.649  C50 1.089
60 H -1.835 -6.726 -6.733  C53 1.089
61 H -1.210 -7.459 -5.250  C53 1.087
62 H -0.095 -6.991 -6.528  C53 1.087
63 C 1.477 0.819 5.894  C64 1.513, H69 1.092, H70 1.091, H71 1.091
64 C 0.380 1.191 4.919  C63 1.513, O65 1.433, H72 1.092, H73 1.090
65 O 0.632 2.448 4.279  C64 1.433, C66 1.347
66 C 1.437 2.566 3.205  O65 1.347, C67 1.509, O68 1.203
67 C 2.299 1.402 2.784  C66 1.509, H74 1.089, H75 1.088, H76 1.087
68 O 1.478 3.625 2.635  C66 1.203
69 H 2.441 0.696 5.396  C63 1.092
70 H 1.227 -0.115 6.400  C63 1.091
71 H 1.593 1.603 6.643  C63 1.091
72 H 0.215 0.411 4.172  C64 1.092
73 H -0.566 1.333 5.440  C64 1.090
74 H 3.291 1.532 3.215  C67 1.089
75 H 2.379 1.417 1.699  C67 1.088
76 H 1.918 0.428 3.081  C67 1.087
77 C 6.296 -1.984 2.115  C78 1.514, H83 1.090, H84 1.090, H85 1.090
78 C 6.616 -0.590 2.612  C77 1.514, O79 1.433, H86 1.091, H87 1.088
79 O 5.539 -0.030 3.374  C78 1.433, C80 1.343
80 C 5.363 -0.265 4.684  O79 1.343, C81 1.509, O82 1.203
81 C 6.181 -1.326 5.379  C80 1.509, H88 1.089, H89 1.087, H90 1.087
82 O 4.502 0.349 5.259  C80 1.203
83 H 6.145 -2.682 2.938  C77 1.090
84 H 7.110 -2.359 1.493  C77 1.090
85 H 5.382 -1.971 1.522  C77 1.090
86 H 7.545 -0.554 3.182  C78 1.091
87 H 6.736 0.087 1.769  C78 1.088
88 H 5.598 -2.246 5.405  C81 1.089
89 H 6.360 -0.998 6.400  C81 1.087
90 H 7.142 -1.528 4.915  C81 1.087

Results
HOMO energy (eV): -9.7
E (a.u.): -2620.730716
Multiplicity: 1
Net charge: 0
LUMO (eV): -0.93
HOMO-LUMO gap (eV): 8.81


# C5H11N

2 unconnected molecules or ions with the total composition C5H11N (ωB97M-V/def2-TZVPD, the Open Molecules 2025 dataset).

Last columns: bonded neighbours and bond lengths (Å).
Element x y z (Å)
1 C -0.172 -2.056 1.153  C2 1.328, H4 1.083, H5 1.088
2 C -0.604 -1.266 2.129  C1 1.328, C3 1.501, H6 1.087
3 C 0.200 -0.170 2.765  C2 1.501, H7 1.091, H8 1.089, H9 1.092
4 H -0.537 -3.065 1.003  C1 1.083
5 H 0.863 -1.964 0.830  C1 1.088
6 H -1.574 -1.449 2.585  C2 1.087
7 H -0.345 0.390 3.526  C3 1.091
8 H 0.594 0.582 2.082  C3 1.089
9 H 1.061 -0.623 3.263  C3 1.092
10 C -1.088 0.688 -2.174  N11 1.260, H13 1.087, H14 1.097
11 N 0.128 0.633 -1.848  C10 1.260, C12 1.475
12 C 1.012 1.568 -2.568  N11 1.475, H15 1.087, H16 1.084, H17 1.090
13 H -1.785 0.082 -1.602  C10 1.087
14 H -1.467 1.288 -3.011  C10 1.097
15 H 0.693 1.715 -3.596  C12 1.087
16 H 1.002 2.497 -2.008  C12 1.084
17 H 2.018 1.151 -2.526  C12 1.090

Results
HOMO energy (eV): -9.4
E (a.u.): -251.783552
Multiplicity: 1
Net charge: 0
LUMO (eV): 1.17
HOMO-LUMO gap (eV): 10.54


# C5H35NO14

14 unconnected molecules or ions with the total composition C5H35NO14 (ωB97M-V/def2-TZVPD, the Open Molecules 2025 dataset).

Last columns: bonded neighbours and bond lengths (Å).
Element x y z (Å)
1 C -0.902 -0.847 0.655  C2 1.553, C5 1.468, H8 1.112, H9 1.175
2 C 0.495 -0.379 0.164  C1 1.553, C3 1.496, H10 1.141, H11 1.039
3 C 0.871 0.799 1.007  C2 1.496, C4 1.343, H12 1.122
4 C 2.012 1.506 0.951  C3 1.343, H13 1.084, H14 1.088
5 C -2.068 -1.227 -0.152  C1 1.468, N6 1.436, O7 1.194
6 N -3.316 -1.199 0.558  C5 1.436, H15 0.997, H16 1.013
7 O -1.996 -1.496 -1.313  C5 1.194
8 H -0.831 -1.607 1.463  C1 1.112
9 H -1.265 -0.105 1.491  C1 1.175
10 H 0.682 -0.104 -0.927  C2 1.141
11 H 1.106 -1.207 0.306  C2 1.039
12 H 0.329 0.886 1.986  C3 1.122
13 H 2.205 2.387 1.552  C4 1.084
14 H 2.678 1.264 0.125  C4 1.088
15 H -3.539 -0.692 1.386  N6 0.997
16 H -4.143 -1.546 0.087  N6 1.013
17 H -2.450 4.017 2.115  O19 0.957
18 H -2.212 2.670 2.335  O19 0.966
19 O -2.221 3.474 2.869  H17 0.957, H18 0.966
20 H -0.124 2.428 -4.116  O22 1.013
21 H -1.403 2.867 -3.537  O22 0.976
22 O -0.511 3.243 -3.657  H20 1.013, H21 0.976
23 H 1.077 -3.101 1.083  O25 0.919
24 H 1.731 -4.374 0.664  O25 0.964
25 O 1.854 -3.418 0.709  H23 0.919, H24 0.964
26 H 0.166 -2.932 -1.742  O28 1.035
27 H -0.622 -3.167 -3.018  O28 0.966
28 O 0.305 -3.096 -2.754  H26 1.035, H27 0.966
29 H -1.356 -0.199 -2.709  O31 0.913
30 H -0.254 0.403 -2.078  O31 0.963
31 O -0.680 0.369 -2.941  H29 0.913, H30 0.963
32 H 2.169 -0.099 -2.613  O34 1.040
33 H 1.316 -1.327 -1.960  O34 0.929
34 O 2.093 -0.827 -1.873  H32 1.040, H33 0.929
35 H -1.475 -0.607 3.641  O37 0.943
36 H -0.799 0.861 4.070  O37 0.993
37 O -0.939 0.134 3.408  H35 0.943, H36 0.993
38 H 4.323 -0.714 2.363  O40 0.972
39 H 4.519 -0.136 1.108  O40 0.894
40 O 4.565 0.136 1.958  H38 0.972, H39 0.894
41 H 1.426 -3.003 3.350  O43 0.968
42 H 0.634 -2.030 2.721  O43 0.991
43 O 0.550 -2.994 2.940  H41 0.968, H42 0.991
44 H 3.430 -1.446 -0.777  O46 1.004
45 H 3.240 -2.415 0.421  O46 0.980
46 O 3.883 -1.771 0.058  H44 1.004, H45 0.980
47 H 0.635 3.411 -1.888  O49 0.910
48 H 2.026 3.478 -1.194  O49 0.940
49 O 1.091 3.439 -1.101  H47 0.910, H48 0.940
50 H -1.107 2.098 0.313  O52 0.917
51 H -1.932 3.040 -0.552  O52 1.016
52 O -1.952 2.451 0.276  H50 0.917, H51 1.016
53 H -3.301 1.806 -0.681  O55 1.030
54 H -3.570 0.581 -1.789  O55 0.898
55 O -3.859 1.343 -1.413  H53 1.030, H54 0.898

Results
HOMO energy (eV): -9.5
E (a.u.): -1319.489871
Multiplicity: 1
Net charge: 0
LUMO (eV): -0.14
HOMO-LUMO gap (eV): 9.32